The following is a DFT calculation (ωB97M-V/def2-TZVPD) of a structure of composition C4H2F8NO6RhS2.

```
24
Properties=species:S:1:pos:R:3
Rh -0.644 0.372 1.320
F 3.663 0.121 -0.554
C 3.024 0.733 -1.541
F 3.248 2.040 -1.473
F 3.448 0.269 -2.707
S 1.212 0.465 -1.389
O 0.915 0.966 -0.037
O 0.597 1.153 -2.473
N 1.155 -1.097 -1.437
S -0.020 -1.936 -0.851
O -0.271 -1.586 0.566
O 0.123 -3.315 -1.142
C -1.535 -1.341 -1.724
F -2.578 -2.092 -1.421
F -1.773 -0.081 -1.324
F -1.338 -1.342 -3.030
O -2.790 0.456 1.190
C -2.778 1.662 1.548
O -1.690 2.185 1.920
H -3.702 2.245 1.544
F 1.557 0.053 2.724
C 0.262 0.153 3.038
F -0.165 -1.032 3.491
H 0.079 0.947 3.762
```

DFT total energy (Eh): -2365.59171
LUMO (spin up / spin down) (eV): -2.2 / -2.2
HOMO-LUMO gap (spin up / spin down) (eV): 8.60 / 8.60
Max |F| (hartree/bohr): 0.0411